## 1
Density functional theory data (ωB97M-V/def2-TZVPD) for the molecule Cl2H4Si3.

The geometry in XYZ format:
```
9
Properties=species:S:1:pos:R:3:nbo_charge:R:1
Si 0.27981 0.90172 -0.72789 -0.04
Si -0.96981 -0.56837 0.56913 0.65
Si 2.05013 0.50888 0.64938 0.65
Cl -2.75687 -0.99949 -0.27535 -0.36
Cl 3.27709 -0.87361 -0.30253 -0.43
H -0.19880 2.26774 -0.44300 -0.10
H -0.09626 0.73024 -2.14489 -0.09
H -1.27087 -0.09881 1.92504 -0.14
H -0.31442 -1.86831 0.75012 -0.15
```

The HOMO energy is -8.625 eV. The lowest unoccupied orbital energy is -1.59 eV. The value obtained for the gap between HOMO and LUMO is 7.0 eV.

## 2
Density functional theory data (ωB97M-V/def2-TZVPD) for the molecule Cl2H4Si3.

The geometry in XYZ format:
```
9
Properties=species:S:1:pos:R:3:nbo_charge:R:1
Si -0.50208 -0.65244 0.35406 -0.05
Si 1.66652 0.55286 -0.54810 0.66
Si -2.80719 -1.02536 0.67744 0.73
Cl 2.05974 2.34281 0.38452 -0.41
Cl -4.05356 -0.11280 -0.75731 -0.46
H -0.54762 -0.03733 1.63061 -0.13
H -0.36129 -2.17397 0.25141 -0.11
H 1.61681 1.24818 -1.98447 -0.11
H 2.92868 -0.14196 -0.00817 -0.12
```

The HOMO energy is -8.464 eV. The lowest unoccupied orbital energy is -1.23 eV. The value obtained for the gap between HOMO and LUMO is 7.2 eV.

Stability, lowest: 2

## 1
Density functional theory data (ωB97M-V/def2-TZVPD) for the molecule H4N2OS2.

The geometry in XYZ format:
```
9
Properties=species:S:1:pos:R:3:nbo_charge:R:1
N 0.77070 -0.36467 -0.48185 -0.26
N -1.72379 -0.07307 0.63054 -1.03
O 0.58067 -1.55029 -0.09882 -0.53
S 2.12827 0.45836 0.31051 0.09
S -0.84034 0.90385 -0.05744 0.85
H 0.81339 -0.38236 -1.46174 0.35
H -2.06879 0.20666 1.49450 0.38
H 3.06514 -0.48865 0.28613 0.13
H -1.11822 0.94864 -1.39394 0.02
```

The HOMO energy (spin up / spin down) is -8.682 / -8.683 eV. The lowest unoccupied orbital energy (spin up / spin down) is -0.11 / -0.11 eV. The value obtained for the gap between HOMO and LUMO (spin up / spin down) is 8.6 / 8.6 eV.

## 2
Density functional theory data (ωB97M-V/def2-TZVPD) for a cluster of 2 separate species, H4N2OS2 in total.

The geometry in XYZ format:
```
9
Properties=species:S:1:pos:R:3:nbo_charge:R:1
N -1.73331 -0.64125 -0.94487 -1.04
N 1.04734 -0.33158 0.54941 -0.98
O -1.40747 1.56597 0.14443 -0.88
S -1.44074 0.12991 0.35206 1.49
S 1.89682 0.93861 -0.26883 0.13
H 0.97746 1.98259 0.10279 0.15
H -1.74450 -1.64546 -0.98670 0.38
H 0.82746 -1.07360 -0.11329 0.37
H 1.57695 -0.92518 1.16500 0.38
```

The HOMO energy is -9.629 eV. The lowest unoccupied orbital energy is 0.06 eV. The value obtained for the gap between HOMO and LUMO is 9.7 eV.

Stability, lowest: 1

## 1
Density functional theory data (ωB97M-V/def2-TZVPD) for the ion C4H8IN2 with charge +1.

The geometry in XYZ format:
```
15
Properties=species:S:1:pos:R:3:nbo_charge:R:1
C -0.26527 -1.37739 0.54014 -0.05
C -0.54386 0.92106 -0.35719 0.16
C 1.92075 -1.40766 -0.51565 -0.22
C -1.10848 2.19699 -0.09669 -0.69
N 0.78214 -1.90871 -0.12380 -0.45
N -0.72722 -0.08104 0.50525 -0.42
I 2.61894 0.45665 -0.06231 0.30
H -0.93581 -2.02053 1.02357 0.22
H 0.03293 0.67240 -1.17711 0.21
H 2.82302 -2.08630 -0.84829 0.28
H -1.36369 2.10953 1.01269 0.23
H -2.15190 2.15034 -0.42762 0.28
H -0.56040 3.11088 -0.39437 0.28
H 0.61515 -2.89639 -0.47626 0.46
H -1.13632 0.16018 1.39763 0.43
```

The HOMO energy (spin up / spin down) is -11.618 / -11.619 eV. The lowest unoccupied orbital energy (spin up / spin down) is -4.51 / -4.51 eV. The value obtained for the gap between HOMO and LUMO (spin up / spin down) is 7.1 / 7.1 eV. The charge is +1.

## 2
Density functional theory data (ωB97M-V/def2-TZVPD) for a cluster of 2 separate species, C4H8IN2 in total.

The geometry in XYZ format:
```
15
Properties=species:S:1:pos:R:3:nbo_charge:R:1
C -0.26892 -0.67492 -0.37652 -0.41
C 2.34701 -2.59805 0.10050 0.38
C 1.04363 -0.72531 -0.21300 -0.34
C -1.20258 0.50997 -0.56000 -0.26
N 3.47452 -2.36356 0.05180 -0.53
N -0.79238 1.55297 0.41330 -0.73
I 2.38023 0.85707 -0.02101 0.15
H -0.81894 -1.58946 -0.28506 0.23
H 1.44332 -3.25279 -0.00093 0.27
H -2.18442 0.05980 -0.30729 0.25
H -1.24156 1.19568 -1.49373 0.24
H 3.96052 -1.56498 -0.24479 0.43
H -1.07110 2.56700 0.23789 0.45
H 0.28447 1.72144 0.41924 0.44
H -1.09955 1.23530 1.36478 0.44
```

The HOMO energy is -11.994 eV. The lowest unoccupied orbital energy is -3.40 eV. The value obtained for the gap between HOMO and LUMO is 8.6 eV. The charge is +1.

Stability, lowest: 2

## 1
Density functional theory data (ωB97M-V/def2-TZVPD) for the ion C2H6N2P with charge +1.

The geometry in XYZ format:
```
11
Properties=species:S:1:pos:R:3:nbo_charge:R:1
C 0.70638 0.07130 -1.56811 -0.37
P -1.08125 -0.00947 -1.64861 1.13
N -1.61460 -0.18030 -0.20691 -0.76
C -0.82695 -0.08589 1.03472 -0.11
N 0.60251 -0.11645 0.77018 -0.70
H 0.89658 1.09528 -1.91604 0.23
H 1.52202 -0.57888 -1.40113 0.25
H -1.24280 0.78955 1.50382 0.24
H -1.18413 -0.91443 1.52679 0.25
H 1.14088 0.80552 0.75196 0.43
H 1.08136 -0.87621 1.15334 0.42
```

The HOMO energy is -15.108 eV. The lowest unoccupied orbital energy is -7.06 eV. The value obtained for the gap between HOMO and LUMO is 8.0 eV. Its SMILES is C=P#[N+]CN. The charge is +1.

## 2
Density functional theory data (ωB97M-V/def2-TZVPD) for a cluster of 2 separate species, C2H6N2P in total.

The geometry in XYZ format:
```
11
Properties=species:S:1:pos:R:3:nbo_charge:R:1
C -1.09515 0.57375 -0.15571 0.40
C 0.72699 -0.96321 -0.43947 -0.57
N -0.67432 -0.59822 -0.55354 -0.46
N -0.03082 1.38159 0.31024 -0.85
P 1.53600 0.56076 0.38070 0.85
H -2.09716 0.77194 -0.12323 0.24
H 1.01614 -1.94412 0.06238 0.29
H 1.05954 -1.08775 -1.46284 0.25
H -1.41676 -1.16418 -0.77960 0.43
H -0.19558 2.35777 0.26959 0.44
H 1.17112 0.11167 2.49147 -0.03
```

The HOMO energy (spin up / spin down) is -13.463 / -13.461 eV. The lowest unoccupied orbital energy (spin up / spin down) is -4.98 / -4.97 eV. The value obtained for the gap between HOMO and LUMO (spin up / spin down) is 8.5 / 8.5 eV. The charge is +1.

Stability, lowest: 1

## 1
Density functional theory data (ωB97M-V/def2-TZVPD) for a structure of composition C5H12O3.

The geometry in XYZ format:
```
20
Properties=species:S:1:pos:R:3:nbo_charge:R:1
C -1.91290 -2.77594 0.10641 0.07
O -2.88418 -3.48806 0.56106 -0.92
C -1.50735 -1.10748 0.82134 -0.52
C -0.06541 -0.59075 0.50508 -0.42
C 0.19611 0.37878 -0.58676 -0.46
C 0.43144 1.77579 0.00198 -0.01
O 1.72716 2.08540 0.33161 -0.91
H -0.94032 -3.20064 0.44749 0.04
H -1.91366 -2.50304 -0.85932 0.07
H -2.32208 -0.61597 0.28516 0.16
H -1.77626 -1.27316 1.74199 0.17
H 0.51641 -1.63725 0.40207 0.16
H 0.39414 -0.22754 1.50414 0.20
H -0.71636 0.37902 -1.18916 0.19
H 1.15225 0.16679 -1.27485 0.20
H -0.07813 1.94022 1.12736 0.09
H -0.05706 2.65435 -0.50636 0.10
H 2.53172 2.34196 -0.76224 0.49
H 3.31563 3.65928 -1.02552 0.42
O 3.28733 2.93186 -1.51506 -1.12
```

The HOMO energy is 0.449 eV. The lowest unoccupied orbital energy is 6.76 eV. The value obtained for the gap between HOMO and LUMO is 6.3 eV. The charge is -2.

## 2
Density functional theory data (ωB97M-V/def2-TZVPD) for a structure of composition C5H12O3.

The geometry in XYZ format:
```
20
Properties=species:S:1:pos:R:3:nbo_charge:R:1
C -0.24585 1.57082 -2.21437 -0.01
O 0.08216 1.51205 -3.54892 -1.01
C -0.98258 0.23373 -1.81677 -0.46
C -1.26631 0.08240 -0.36421 -0.41
C -0.18275 -0.63633 0.51984 -0.42
C 0.35674 0.24417 1.65965 -0.04
O 0.73285 -0.48417 2.81142 -0.90
H 0.68616 1.53411 -1.60888 0.09
H -0.91017 2.43385 -1.91051 0.06
H -1.80529 0.08221 -2.53360 0.17
H -0.23604 -0.45098 -2.27281 0.20
H -2.21950 -0.47429 -0.23781 0.17
H -1.51161 1.02573 0.16824 0.18
H 0.64619 -0.89006 -0.14884 0.19
H -0.57596 -1.61353 0.84217 0.19
H -0.43453 0.89721 2.00556 0.12
H 1.24509 0.80789 1.36083 0.13
H 1.51640 -1.39995 2.75135 0.49
H 2.77384 -2.15225 1.85019 0.42
O 2.33118 -2.32263 2.68746 -1.16
```

The HOMO energy is 0.273 eV. The lowest unoccupied orbital energy is 6.85 eV. The value obtained for the gap between HOMO and LUMO is 6.6 eV. The charge is -2.

Stability, lowest: 1

## 1
Density functional theory data (ωB97M-V/def2-TZVPD) for a cluster of 2 separate species, C3H6ClOP in total.

The geometry in XYZ format:
```
12
Properties=species:S:1:pos:R:3:nbo_charge:R:1
C 0.30269 -0.36570 -0.32597 -0.44
C 1.57162 -0.96246 0.08513 -0.66
C 0.01296 0.95870 0.27223 -0.66
O -2.90943 0.67717 -0.99713 -0.54
P -0.79175 -1.26495 -1.18494 0.65
Cl -3.88521 0.33191 0.29439 0.24
H 1.50856 -2.09499 -0.02529 0.23
H 2.47952 -0.53435 -0.54035 0.24
H 1.78580 -0.69611 1.25284 0.23
H -1.06893 1.20031 0.30979 0.26
H 0.48810 1.77877 -0.37936 0.23
H 0.50607 0.97171 1.23867 0.21
```

The HOMO energy (spin up / spin down) is -9.476 / -8.221 eV. The lowest unoccupied orbital energy (spin up / spin down) is -1.15 / -2.05 eV. The value obtained for the gap between HOMO and LUMO (spin up / spin down) is 8.3 / 6.2 eV.

## 2
Density functional theory data (ωB97M-V/def2-TZVPD) for a cluster of 2 separate species, C3H6ClOP in total.

The geometry in XYZ format:
```
12
Properties=species:S:1:pos:R:3:nbo_charge:R:1
C 0.81210 -0.28794 1.36372 -0.82
C 1.12358 1.08545 -0.53336 -0.80
C 0.21673 0.21694 0.15997 0.18
O -2.94348 -0.11440 -2.14132 -1.01
P -2.61985 -0.93303 -1.05116 1.41
Cl -3.78866 -2.66991 -1.28568 -0.43
H 0.21537 -1.10379 1.80607 0.23
H 0.98072 0.42833 2.23791 0.28
H 1.85897 -0.64947 1.28435 0.23
H 2.17299 0.65498 -0.48168 0.23
H 1.25040 1.88183 0.18397 0.27
H 0.72114 1.49102 -1.54280 0.24
```

The HOMO energy is -8.526 eV. The lowest unoccupied orbital energy is -0.65 eV. The value obtained for the gap between HOMO and LUMO is 7.9 eV.

Stability, lowest: 1